1.
Formula: C37H54N3NiP
Source: the OMol25 dataset
Level of theory: the ωB97M-V functional and the def2-TZVPD basis

Each line ends with the Löwdin charge.
Geometry (Å):
Ni 0.22786 -0.08470 -0.47362  0.27
N 0.37523 -2.46198 2.56356  0.06
N -0.56912 -2.59041 -1.75371  -0.04
C 0.87924 1.86169 -0.74688  -0.30
C 2.01739 1.05839 -0.38734  -0.27
C 1.77586 0.52743 0.91488  -0.30
C 2.67960 -0.36107 1.70298  -0.07
H 3.49101 -0.75092 1.08282  0.06
H 2.12905 -1.20146 2.13906  0.04
H 3.13245 0.19828 2.53348  0.06
C 0.53141 1.02980 1.38619  -0.26
C -0.00049 0.80151 2.75720  -0.05
H 0.65084 1.25141 3.52068  0.07
H -0.06127 -0.26913 2.98026  0.05
H -0.99406 1.24050 2.87508  0.04
C -0.04197 1.84176 0.35522  -0.28
C -1.27290 2.67173 0.47286  -0.06
H -1.98435 2.20418 1.16137  0.04
H -1.76187 2.78866 -0.49998  0.06
H -1.04698 3.67667 0.86007  0.07
C 3.23309 0.84665 -1.21658  -0.06
H 3.97647 1.63793 -1.04517  0.07
H 2.98041 0.85030 -2.28223  0.05
H 3.70654 -0.11146 -0.98075  0.06
C 0.78330 2.73038 -1.94612  -0.05
H -0.26260 2.94543 -2.18019  0.06
H 1.22901 2.23292 -2.81229  0.06
H 1.30642 3.68576 -1.79766  0.07
C -0.14248 -3.23952 3.50396  -0.22
H 0.25451 -3.06713 4.51656  0.09
C -1.13999 -4.17403 3.30987  -0.19
H -1.52506 -4.77208 4.14193  0.07
C -1.62101 -4.38183 2.02701  -0.15
H -2.41515 -5.07807 1.79545  0.08
C -1.09320 -3.62973 0.97995  -0.05
H -1.29214 -3.72940 -0.07415  0.06
C -0.10423 -2.60482 1.27607  -0.35
C 0.46662 -1.77374 0.35024  -0.11
H 1.45543 -2.22273 -0.12657  0.12
C -0.41188 -1.22019 -1.86248  -0.19
C 0.10812 -3.20998 -2.75242  -0.20
H 0.58882 -4.16617 -2.61418  0.07
C 0.26347 -2.29777 -3.77422  -0.14
H 0.46606 -2.50980 -4.76934  0.04
N -0.15186 -1.02532 -3.28119  -0.02
C -0.31251 0.11139 -4.08298  -0.14
C 0.67720 0.38934 -5.05384  -0.21
C 0.48821 1.49553 -5.87046  -0.04
H 1.25996 1.74584 -6.60356  0.10
C -0.65195 2.29285 -5.78439  -0.30
C -0.86080 3.44054 -6.72912  -0.09
H -1.39954 4.26495 -6.24584  0.07
H -1.45494 3.13058 -7.60130  0.07
H 0.09694 3.82068 -7.10833  0.07
C -1.61093 2.00532 -4.80422  -0.03
H -2.49349 2.64272 -4.71794  0.11
C -1.46244 0.91494 -3.95747  -0.20
C -2.46442 0.57924 -2.90423  -0.07
H -2.98369 -0.36840 -3.10672  0.09
H -3.22497 1.37059 -2.82860  0.07
H -1.95242 0.47611 -1.92617  0.04
C 1.94384 -0.39320 -5.10058  -0.06
H 1.82426 -1.41218 -5.47129  0.05
H 2.43414 -0.43539 -4.12197  0.08
H 2.62712 0.11153 -5.79297  0.07
C -4.32825 -2.67066 4.02772  -0.13
C -4.57878 -2.16164 2.60071  -0.56
C -6.07066 -1.90952 2.35726  -0.14
P -3.43507 -0.79438 2.10344  1.09
C -3.73083 -0.37564 0.31319  -0.54
C -4.15269 -1.62320 -0.46802  -0.11
C -4.62862 0.83061 0.03072  -0.13
C -3.78368 0.65822 3.18039  -0.57
C -5.24256 1.07046 3.35569  -0.13
C -3.12823 0.44264 4.55399  -0.14
H -4.76138 -2.00461 4.78586  0.05
H -3.26009 -2.81664 4.23579  0.05
H -4.82171 -3.64861 4.12651  0.07
H -4.25159 -2.96447 1.91406  0.08
H -6.58027 -1.60122 3.27991  0.06
H -6.29290 -1.17487 1.57250  0.05
H -6.52237 -2.86530 2.05148  0.07
H -2.70582 -0.11704 -0.01328  0.06
H -5.12188 -2.00920 -0.12623  0.05
H -4.24015 -1.38664 -1.53599  0.06
H -3.40588 -2.42124 -0.36942  0.07
H -4.26728 1.73952 0.53110  0.06
H -4.61980 1.03127 -1.05166  0.06
H -5.67226 0.64174 0.32181  0.05
H -3.25970 1.48909 2.67356  0.08
H -5.82149 0.32675 3.91691  0.06
H -5.24987 1.99957 3.94448  0.07
H -5.75532 1.28392 2.41281  0.05
H -2.96455 1.42289 5.02178  0.07
H -3.77582 -0.14391 5.21709  0.05
H -2.15702 -0.06083 4.48036  0.06

Cartesian forces (eV/Å) of the 2 atoms listed first:
Ni -1.146 -0.724 -0.063
N -0.697 -0.693 0.312

Computed properties:
Frontier orbital gap (spin up / spin down), eV: 2.605 / 3.940
Total charge: -2
E, eV: -94041.3956
HOMO energy (spin up / spin down), hartree: 0.0692 / 0.0200
Expectation value of S²: 2.033
Relative energy (zero: lowest compared OMol25 entry of this formula, charge and spin), kcal per mole: 35.4
Multiplicity: 3

2.
Formula: C37H54NOSe4TeTi
Source: the OMol25 dataset
Level of theory: the ωB97M-V functional and the def2-TZVPD basis

Each line ends with the Löwdin charge.
Geometry (Å):
Ti -1.99897 -0.26530 -1.12680  0.55
C -1.25317 -3.34230 -1.69990  -0.09
C 0.07873 -3.18120 -1.31160  -0.12
C 0.62243 -2.13160 -2.13960  -0.13
C -0.40957 -1.70020 -2.99050  -0.11
C -1.58817 -2.46350 -2.75890  -0.29
C -2.64377 -2.78890 -3.80300  -0.56
C -4.01977 -3.02110 -3.17530  -0.07
C -2.77717 -1.70100 -4.87060  -0.08
C -2.17757 -4.08790 -4.49470  -0.05
C 2.02833 -1.57220 -2.34030  -0.51
C 2.89313 -2.53760 -3.17350  -0.05
C 1.97773 -0.27550 -3.16990  -0.06
C 2.73513 -1.23870 -1.02230  -0.04
C 0.69083 -4.11010 -0.26220  -0.51
C 1.04723 -3.41980 1.06230  -0.03
C 1.94263 -4.82560 -0.79660  -0.07
C -0.29747 -5.23440 0.09690  -0.08
H -1.93177 -4.10070 -1.34250  0.09
H -0.30707 -1.01280 -3.81510  0.09
H -4.37727 -2.09440 -2.71700  -0.01
H -3.99017 -3.79840 -2.41240  0.08
H -4.73367 -3.32010 -3.94390  0.08
H -3.04087 -0.74700 -4.41750  -0.02
H -3.56287 -1.97360 -5.57710  0.08
H -1.84667 -1.57830 -5.42320  0.08
H -2.08097 -4.89300 -3.76910  0.07
H -1.20557 -3.92860 -4.96010  0.08
H -2.88897 -4.39220 -5.26360  0.07
H 2.39313 -2.75090 -4.11670  0.08
H 3.07013 -3.47650 -2.66600  0.04
H 3.85923 -2.07940 -3.39140  0.08
H 1.77863 -0.49400 -4.21720  0.08
H 2.93963 0.23550 -3.11630  0.08
H 1.20653 0.39440 -2.80730  0.05
H 3.05123 -2.13480 -0.49920  0.06
H 2.06223 -0.67770 -0.37510  0.07
H 3.62073 -0.63130 -1.21270  0.08
H 1.53643 -2.46430 0.91660  0.06
H 1.71173 -4.06410 1.64200  0.08
H 0.15943 -3.23110 1.65820  0.06
H 2.78863 -4.14970 -0.84030  0.05
H 1.74553 -5.22650 -1.78890  0.09
H 2.21923 -5.65380 -0.14010  0.07
H -1.20357 -4.83650 0.54500  0.07
H 0.16213 -5.90390 0.82570  0.08
H -0.56347 -5.81680 -0.78380  0.08
Se -3.53407 1.66640 1.02760  0.12
Se -5.63807 0.99270 0.61460  -0.17
Se -5.64767 -0.89140 -0.64720  -0.09
Se -2.68177 1.31260 -2.74710  0.10
C -2.72017 -2.08070 1.24870  -0.05
C -1.47027 -1.23700 1.50790  -0.85
O -0.86017 -1.44600 2.58550  -0.21
N -1.11807 -0.34530 0.62450  -0.31
Te 0.05243 0.98940 2.21880  1.63
C 1.66073 2.12940 3.34890  -0.32
C 1.60963 2.27480 4.73480  -0.34
C 0.59563 1.54960 5.57440  -0.09
C 2.51783 3.10360 5.38800  -0.04
C 3.51823 3.76610 4.69700  -0.30
C 4.46113 4.71940 5.38070  -0.07
C 3.63913 3.51730 3.33620  -0.04
C 2.73213 2.70990 2.66730  -0.30
C 2.91203 2.45090 1.20340  -0.08
C -0.44867 2.82070 1.21180  -0.40
C -0.33507 2.95670 -0.16950  -0.33
C 0.39773 1.95800 -1.01220  -0.16
C -0.88967 4.06460 -0.80420  -0.03
C -1.53937 5.05280 -0.08980  -0.28
C -2.15177 6.23760 -0.77590  -0.06
C -1.62967 4.91740 1.28860  -0.04
C -1.11707 3.80930 1.94520  -0.36
C -1.30277 3.69410 3.42860  -0.10
H -2.95117 -2.62900 2.16010  0.08
H -2.54077 -2.77930 0.42680  0.05
H -3.56977 -1.43860 0.99610  -0.04
H 0.00303 0.87630 4.95840  0.02
H -0.07037 2.25150 6.07660  0.07
H 1.10573 0.96210 6.33770  0.07
H 2.42743 3.23780 6.46100  0.11
H 4.19423 4.85010 6.42770  0.06
H 4.42723 5.69360 4.89150  0.07
H 5.48933 4.35770 5.32830  0.07
H 4.45043 3.97430 2.77960  0.11
H 3.95573 2.56440 0.91350  0.07
H 2.30703 3.14460 0.62150  0.07
H 2.57763 1.43870 0.97070  0.03
H 0.65773 1.06920 -0.42900  0.00
H 1.30643 2.39890 -1.42900  0.09
H -0.24517 1.66470 -1.85160  -0.03
H -0.83587 4.12590 -1.88240  0.11
H -1.89637 6.23310 -1.83270  0.07
H -1.80577 7.16800 -0.32080  0.07
H -3.23547 6.18790 -0.67950  0.08
H -2.14097 5.68120 1.86220  0.11
H -2.01167 4.43880 3.78930  0.07
H -0.35107 3.83290 3.94180  0.07
H -1.68177 2.70010 3.68090  0.04

Cartesian forces (eV/Å) of the 2 atoms listed first:
Ti 0.218 -0.505 -0.156
C -0.183 0.081 -0.069

Computed properties:
Frontier orbital gap (spin up / spin down), eV: 5.649 / 5.387
Total charge: -2
E, eV: -334577.8548
HOMO energy (spin up / spin down), hartree: -0.0585 / -0.0582
Expectation value of S²: 0.756
Relative energy (zero: lowest compared OMol25 entry of this formula, charge and spin), kcal per mole: 93.9
Multiplicity: 2